Record 1
This record from OMol25 describes C16H17Cl2IrN4S4 as an isolated structure. The level of theory is ωB97M-V with the def2-TZVPD basis set.

The total energy comes out at -94044.022 eV. Its expectation value of S² is 8.81. Its HOMO-LUMO gap (spin up / spin down) is 0.273 / 0.214 hartree.

ORCA input file:
```
! RIJCOSX wB97M-V def2-TZVPD def2/J DEFGRID3
* xyz 1 6
Ir -0.0416 0.0789 0.5334
C 3.1266 -0.0090 0.0007
C 3.1512 -0.0961 1.5146
N 1.8801 0.3811 2.0722
C 1.4998 -0.2200 3.3559
C 1.1758 -1.7088 3.2382
S 0.3157 -2.2035 1.7174
C 1.6847 -2.8776 0.7159
C 2.0030 -2.1506 -0.5949
N 1.9364 -0.6764 -0.5590
H 4.0448 -0.4413 -0.4090
H 3.0844 1.0371 -0.3074
H 3.9963 0.4798 1.8989
H 3.3103 -1.1222 1.8377
H 1.9242 1.3868 2.1952
H 0.6226 0.3222 3.7051
H 2.2875 -0.0976 4.1068
H 0.5258 -1.9981 4.0626
H 2.0624 -2.3375 3.3119
H 1.4124 -3.9021 0.4647
H 2.5536 -2.9467 1.3657
H 1.2999 -2.4769 -1.3595
H 2.9956 -2.4768 -0.9226
H 1.8136 -0.3554 -1.5124
Cl -0.4833 1.9374 -1.4964
C -1.3905 1.1708 -2.7643
C -1.8516 1.9806 -3.7688
C -2.6023 1.4169 -4.7995
C -2.8791 0.0582 -4.8297
C -2.4010 -0.7569 -3.8255
Cl -2.7693 -2.4268 -3.9004
C -1.6322 -0.2350 -2.7387
S -1.0800 -1.2642 -1.5221
H -1.6402 3.0403 -3.7507
H -2.9788 2.0544 -5.5889
H -3.4664 -0.3713 -5.6286
S -0.4217 2.1976 1.7463
C -2.0874 2.4104 1.8233
C -2.5757 3.7075 2.2161
N -2.9590 4.7439 2.5328
C -2.9918 1.3943 1.5195
S -2.5056 -0.1369 1.0553
C -4.4086 1.6487 1.6165
N -5.5402 1.8409 1.6717
*
```



Record 2
This record from OMol25 describes C16H17F4N3O3SZn as an isolated structure. The level of theory is ωB97M-V with the def2-TZVPD basis set.

The total energy comes out at -97602.130 eV. Its HOMO-LUMO gap is 0.227 hartree.

ORCA input file:
```
! RIJCOSX wB97M-V def2-TZVPD def2/J DEFGRID3
* xyz 0 1
Zn 0.0193 0.1514 -0.2542
C 2.9975 -0.6932 -1.1463
N 1.8897 -0.9433 -0.2220
C 1.5694 -2.3743 -0.2284
C 2.2804 -0.4938 1.1213
C 1.1554 -0.6197 2.1643
N -0.1394 -0.3530 1.5680
C -1.2410 -0.9685 2.0465
C -2.3610 -1.1527 1.2116
F -2.2408 -0.6878 -0.0829
C -3.5191 -1.7826 1.6220
F -4.5435 -1.9131 0.7722
C -3.6356 -2.2797 2.9082
C -2.5704 -2.0746 3.7712
F -2.6761 -2.4886 5.0391
C -1.4082 -1.4408 3.3672
F -0.4418 -1.2290 4.2850
H 3.8835 -1.2555 -0.8380
H 2.7237 -1.0041 -2.1516
H 3.2518 0.3642 -1.1569
H 2.4308 -2.9684 0.0867
H 0.7271 -2.5820 0.4296
H 1.2940 -2.6773 -1.2367
H 3.1359 -1.0794 1.4732
H 2.5866 0.5522 1.0388
H 1.1682 -1.6212 2.6057
H 1.3726 0.0934 2.9679
H -4.5260 -2.7909 3.2342
N -0.2898 2.2423 -0.3095
C 1.0485 2.7519 -0.5625
C 1.6011 2.5842 -1.8245
C 2.8965 3.0143 -2.0602
C 3.6172 3.5923 -1.0363
C 3.0700 3.7583 0.2172
C 1.7721 3.3351 0.4667
S 5.3863 4.0208 -1.2884
O 5.6714 3.5063 -2.6149
O 5.3765 5.4644 -1.1511
O 5.9898 3.2792 -0.1917
H -0.6012 2.5693 0.6067
H -0.9397 2.6026 -1.0078
H 1.0227 2.1191 -2.6151
H 3.3659 2.9022 -3.0251
H 3.6778 4.2098 0.9828
H 1.3361 3.4273 1.4525
*
```



Record 3
This record from OMol25 describes one molecule with the formula C16H17F5O3. The level of theory is ωB97M-V with the def2-TZVPD basis set.

The total energy comes out at -36591.298 eV. The SMILES is CC(C)C[C@]1(C(F)(F)c2cccc(C(F)(F)F)c2)OC(=O)O[C@H]1C. Its HOMO-LUMO gap is 0.341 hartree.

ORCA input file:
```
! RIJCOSX wB97M-V def2-TZVPD def2/J DEFGRID3
* xyz 0 1
C 0.1135 1.0358 -3.9274
C 1.0158 0.7421 -2.5976
C 1.5734 -0.7636 -2.6027
C 0.3137 1.2088 -1.2304
C -0.7822 0.2104 -0.6405
C -1.3495 0.8575 0.7592
F -2.7201 0.5188 1.0060
F -1.2558 2.2802 0.7954
C -0.5223 0.2059 1.9946
C -1.2200 -0.7456 3.0349
C -0.4450 -1.3864 4.2438
C 1.0959 -1.1514 4.4681
C 1.7784 -0.1980 3.4317
C 3.3535 0.0822 3.6336
F 4.0586 -0.8431 2.7832
F 3.7332 1.3815 3.1494
F 3.7552 -0.0560 4.9834
C 0.9931 0.4746 2.2469
O -0.3464 -1.1065 -0.1386
C -1.2335 -2.1728 -0.5575
O -1.0189 -3.3945 -0.5873
O -2.4793 -1.5751 -1.0093
C -1.9719 -0.3170 -1.5746
C -3.0648 0.7453 -2.1111
H -0.4408 2.0370 -3.8710
H -0.5373 0.1495 -4.2306
H 0.8887 1.1624 -4.7805
H 1.9421 1.4270 -2.7299
H 2.5004 -0.8827 -3.2699
H 1.9420 -0.9987 -1.5289
H 0.7317 -1.4976 -2.8461
H 1.1666 1.4399 -0.4817
H -0.1638 2.2409 -1.4505
H -2.3287 -0.9832 2.9575
H -0.9666 -2.0562 5.0165
H 1.6901 -1.6124 5.3225
H 1.6106 1.1696 1.5890
H -1.3994 -0.7283 -2.4915
H -2.5396 1.6865 -2.5294
H -3.6955 0.3250 -2.9646
H -3.7749 1.0882 -1.2639
*
```



Record 4
This record from OMol25 describes C16H17F6MgO9 as an isolated structure. The level of theory is ωB97M-V with the def2-TZVPD basis set.

The total energy comes out at -57048.076 eV. Its HOMO-LUMO gap is 0.233 hartree.

ORCA input file:
```
! RIJCOSX wB97M-V def2-TZVPD def2/J DEFGRID3
* xyz -1 1
Mg 0.0024 -0.5578 -0.3133
C -3.8190 1.0102 -1.1952
C -4.6460 2.0214 -0.4518
C -4.1183 2.5526 0.9768
O -4.9912 3.2884 1.5862
C -2.8069 2.1929 1.3182
C -1.9999 1.3206 0.6409
C -2.6327 0.6603 -0.6484
O -1.9182 -0.2067 -1.3003
O -0.7747 1.0124 1.0559
O -5.8271 2.4395 -0.6815
H -4.0697 0.6923 -2.1964
H -2.3819 2.5756 2.2344
C 3.6932 0.0243 1.3057
C 3.1727 -1.0925 0.3201
O 1.7798 -1.1770 0.2196
H 4.7615 -0.0205 1.5176
H 3.1159 -0.1278 2.2177
H 3.5616 1.0764 1.0528
H 3.5653 -2.0053 0.7682
H 3.7499 -0.9872 -0.5986
C 2.9556 4.1196 -0.8141
C 2.4008 2.7361 -1.0481
O 1.5201 2.8204 -2.1248
C 0.7474 1.8183 -2.4612
O 0.6015 0.8161 -1.7640
C 0.0040 2.0411 -3.7815
F 0.5302 2.8803 -4.6186
F -0.1751 0.8688 -4.3530
F -1.2428 2.5138 -3.4883
H 3.2584 4.2503 0.2248
H 2.3029 4.9210 -1.1603
H 3.7406 4.3187 -1.5437
H 1.9870 2.1505 -0.2272
H 3.2079 2.1344 -1.4661
C 1.2678 -3.9781 2.3582
C 0.5299 -4.5553 1.1805
O -0.8965 -4.4327 1.2224
C -1.5214 -3.2822 1.0829
O -0.9369 -2.2304 0.7634
C -3.0721 -3.3094 1.2223
F -3.5326 -2.9849 -0.0039
F -3.5246 -4.5118 1.5191
F -3.4574 -2.5683 2.1809
H 2.3064 -4.3009 2.2873
H 0.8179 -4.3485 3.2794
H 1.1599 -2.8939 2.3915
H 0.7554 -5.6143 1.0556
H 0.8491 -4.0708 0.2577
*
```



Record 5
This record from OMol25 describes a 2-piece molecular cluster, C16H17N overall. The level of theory is ωB97M-V with the def2-TZVPD basis set.

The total energy comes out at -18357.280 eV. The SMILES is Cc1c[nH]c2ccccc12.Cc1ccccc1. Its HOMO-LUMO gap is 0.319 hartree.

ORCA input file:
```
! RIJCOSX wB97M-V def2-TZVPD def2/J DEFGRID3
* xyz 0 1
C -2.2035 1.8876 -2.3521
C -2.0094 2.5548 -1.0090
C -2.5175 3.7342 -0.4952
N -1.8289 4.0104 0.6816
C -1.1775 2.8904 1.0930
C -0.3885 2.7244 2.2499
C 0.2305 1.5101 2.4418
C 0.1181 0.5783 1.4014
C -0.4317 0.7774 0.1895
C -1.2314 1.9468 0.0205
H -2.0413 2.5949 -3.1714
H -3.2047 1.4622 -2.5567
H -1.3959 1.1702 -2.5491
H -3.2548 4.3939 -0.8673
H -1.8739 4.8310 1.2638
H -0.3445 3.4391 3.0677
H 0.9832 1.4273 3.2156
H 0.6169 -0.3730 1.5618
H -0.4639 0.0375 -0.5740
C 3.2650 -1.5888 -0.7460
C 2.0673 -2.4586 -0.3675
C 1.0887 -2.5599 -1.3207
C -0.0343 -3.3462 -1.0503
C -0.1347 -3.9134 0.1739
C 0.7683 -3.6757 1.2451
C 1.9306 -2.9946 0.9301
H 2.9530 -0.5708 -0.7248
H 3.5272 -1.7790 -1.7746
H 4.2267 -1.7587 -0.1872
H 1.2295 -1.9915 -2.2116
H -0.7296 -3.4704 -1.8287
H -1.0114 -4.5445 0.3720
H 0.5602 -4.1021 2.2060
H 2.7120 -2.8433 1.6726
*
```



Record 6
This record from OMol25 describes a 2-piece molecular cluster, C16H17N overall. The level of theory is ωB97M-V with the def2-TZVPD basis set.

The total energy comes out at -18358.141 eV. The SMILES is Cc1c[nH]c2ccccc12.Cc1ccccc1. Its HOMO-LUMO gap is 0.320 hartree.

ORCA input file:
```
! RIJCOSX wB97M-V def2-TZVPD def2/J DEFGRID3
* xyz 0 1
C -0.5723 -2.2514 -0.1866
C 0.7763 -2.0085 0.4358
C 1.9545 -2.5715 0.0565
N 2.9901 -2.0541 0.8012
C 2.4979 -1.0338 1.5894
C 3.1308 -0.2336 2.5404
C 2.3733 0.6588 3.2565
C 0.9793 0.7219 3.0581
C 0.3464 -0.1210 2.1801
C 1.1000 -1.0318 1.4236
H -0.5744 -1.9209 -1.2257
H -1.3467 -1.7387 0.3799
H -0.8239 -3.3076 -0.1770
H 2.0687 -3.3075 -0.7251
H 3.9499 -2.0533 0.5000
H 4.2065 -0.3356 2.6722
H 2.8165 1.3758 3.9372
H 0.4234 1.4304 3.6493
H -0.7347 -0.1172 2.0525
C -2.0150 1.0253 -4.4270
C -2.1092 1.2468 -2.9363
C -0.9420 1.2151 -2.1497
C -1.0135 1.5131 -0.8023
C -2.2323 1.8299 -0.2244
C -3.3911 1.8603 -0.9869
C -3.3180 1.5209 -2.3288
H -1.6000 1.9234 -4.8692
H -3.0035 0.8965 -4.8638
H -1.4391 0.1496 -4.7222
H -0.0370 0.9038 -2.6740
H -0.1594 1.3876 -0.1330
H -2.2998 2.0407 0.8406
H -4.3315 2.1556 -0.5525
H -4.2280 1.4157 -2.9007
*
```